Record 1
DFT (ωB97M-V with the def2-TZVPD basis set) results for a cluster of 2 separate species, C26H29N3O2 in total.

Calculated values
DFT total energy (hartree): -1322.86086
Spin multiplicity: 1
ΔE to the lowest compared entry with this formula, charge and spin (kJ/mol): 240.26

Last column: Mulliken charge in e.
Geometry (Å):
C -1.132 3.400 3.426  -0.58
C -0.600 4.772 3.775  -0.30
O 0.806 4.735 3.505  -0.42
C 1.084 3.556 2.811  0.25
O 2.214 3.365 2.369  -0.78
N -0.032 2.786 2.757  -0.29
H -1.414 2.865 4.346  0.23
H -2.015 3.480 2.779  0.27
H -1.075 5.514 3.126  0.21
H -0.765 5.025 4.824  0.27
C 2.675 -0.622 -4.805  -0.80
C 3.495 0.668 -4.867  -0.65
N 3.611 1.268 -3.564  0.00
C 4.509 2.365 -3.253  -0.77
C 4.145 2.747 -1.794  -0.61
C 2.954 1.902 -1.470  -0.02
C 2.125 1.805 -0.381  -0.95
C 1.045 0.847 -0.383  0.48
C 0.357 0.598 0.822  -0.21
C -0.506 -0.475 1.127  -0.01
C -1.367 -0.344 2.275  -0.87
C -2.388 -1.244 2.482  0.26
C -2.513 -2.325 1.585  0.68
N -3.559 -3.115 1.908  0.00
C -3.817 -4.375 1.260  -0.65
C -3.238 -4.389 -0.155  -0.81
C -1.804 -3.844 -0.247  -0.85
C -1.608 -2.592 0.542  0.20
C -0.578 -1.682 0.357  -1.40
C -4.175 -2.709 3.158  -0.79
C -3.463 -1.378 3.513  -0.63
C 0.724 0.181 -1.611  -1.34
C 1.579 0.232 -2.700  0.16
C 2.697 1.077 -2.587  0.73
C 1.382 -0.502 -3.984  -0.87
H 2.438 -0.936 -5.826  0.38
H 3.295 -1.409 -4.362  0.33
H 4.508 0.473 -5.247  0.38
H 3.018 1.375 -5.570  0.31
H 5.558 2.061 -3.357  0.33
H 4.344 3.210 -3.941  0.32
H 4.989 2.538 -1.124  0.29
H 3.922 3.818 -1.717  0.31
H 2.287 2.416 0.514  0.76
H 0.501 1.341 1.621  0.73
H -1.205 0.504 2.940  0.62
H -3.378 -5.203 1.848  0.31
H -4.904 -4.537 1.245  0.38
H -3.271 -5.414 -0.536  0.38
H -3.883 -3.784 -0.802  0.33
H -1.104 -4.614 0.112  0.31
H -1.555 -3.658 -1.298  0.36
H 0.192 -1.889 -0.386  1.03
H -5.260 -2.585 3.043  0.34
H -4.014 -3.470 3.938  0.32
H -3.059 -1.415 4.532  0.31
H -4.178 -0.545 3.471  0.29
H -0.208 -0.380 -1.687  1.05
H 0.619 0.016 -4.585  0.31
H 0.991 -1.504 -3.775  0.36

---

Record 2
DFT (ωB97M-V with the def2-TZVPD basis set) results for an isolated molecule of C26H29N5O3S.

Calculated values
DFT total energy (hartree): -1905.88774
Spin multiplicity: 1
ΔE to the lowest compared entry with this formula, charge and spin (kJ/mol): 122.96

Last column: Mulliken charge in e.
Geometry (Å):
C 5.057 3.699 -2.371  -1.55
C 4.315 2.616 -1.601  0.40
C 4.407 2.843 -0.088  -0.80
C 3.701 1.771 0.678  0.80
C 2.626 2.015 1.478  -0.74
C 1.998 0.958 2.219  0.18
O 1.016 1.029 2.933  -0.71
N 2.643 -0.275 2.046  0.09
C 3.667 -0.443 1.184  0.21
S 4.279 -2.089 1.019  -0.25
C 4.378 -2.212 -0.804  -0.38
C 3.039 -2.807 -1.239  0.29
O 2.963 -3.984 -1.527  -0.64
C 1.912 -1.905 -1.123  0.27
C 1.912 -0.484 -1.236  -0.59
C 0.667 -0.041 -0.905  0.34
C 0.097 1.330 -0.856  -1.81
N -0.095 -1.137 -0.573  0.94
C -1.401 -1.049 -0.070  -1.68
C -1.767 -1.152 1.245  0.77
C -0.910 -1.456 2.417  -1.21
N -3.091 -0.868 1.366  0.18
C -3.939 -1.356 2.425  -1.26
N -3.605 -0.679 0.088  0.32
C -4.841 -0.053 -0.129  0.19
C -5.571 -0.388 -1.265  -0.39
C -6.779 0.238 -1.509  -0.70
C -7.272 1.183 -0.624  -0.44
C -6.539 1.520 0.502  -0.71
C -5.321 0.915 0.749  0.13
C -2.572 -0.723 -0.856  0.46
O -2.711 -0.508 -2.043  -0.72
C 0.628 -2.274 -0.735  0.50
C 0.061 -3.626 -0.511  -1.68
N 4.208 0.517 0.518  -0.42
H 4.639 4.680 -2.153  0.35
H 6.111 3.708 -2.100  0.34
H 4.979 3.524 -3.441  0.42
H 3.265 2.608 -1.902  0.02
H 4.744 1.641 -1.836  0.09
H 3.986 3.816 0.168  0.33
H 5.461 2.831 0.199  0.38
H 2.209 3.004 1.579  0.44
H 2.277 -1.072 2.554  0.32
H 4.575 -1.213 -1.180  0.11
H 5.194 -2.895 -1.032  0.48
H 2.722 0.125 -1.581  1.10
H -0.217 1.581 0.158  0.31
H 0.841 2.051 -1.181  0.26
H -0.773 1.398 -1.510  0.46
H -1.451 -2.015 3.176  0.53
H -0.546 -0.526 2.861  0.24
H -0.046 -2.033 2.096  0.28
H -4.978 -1.174 2.159  0.51
H -3.803 -2.430 2.582  0.32
H -3.713 -0.826 3.350  0.39
H -5.175 -1.117 -1.953  0.43
H -7.341 -0.018 -2.394  0.37
H -8.220 1.663 -0.814  0.39
H -6.910 2.268 1.187  0.38
H -4.734 1.205 1.608  0.45
H -0.723 -3.820 -1.244  0.30
H -0.378 -3.726 0.482  0.25
H 0.844 -4.367 -0.639  0.39

---

Record 3
DFT (ωB97M-V with the def2-TZVPD basis set) results for a structure of composition C26H29N7O3STi.

Calculated values
DFT total energy (hartree): -2864.52189
Spin multiplicity: 1
ΔE to the lowest compared entry with this formula, charge and spin (kJ/mol): 0.00
Charge: +2

Last column: Mulliken charge in e.
Geometry (Å):
Ti -0.421 -0.019 0.366  -0.94
O -0.347 3.934 0.438  -0.59
C -0.738 2.807 0.345  -0.53
N -0.379 1.709 1.128  1.30
C -0.159 1.750 2.534  0.37
C 0.175 2.842 3.312  -0.92
C 0.261 2.665 4.690  -0.65
C 0.026 1.425 5.268  -0.73
C -0.309 0.333 4.476  -0.56
C -0.405 0.508 3.110  0.55
N -0.800 -0.539 2.187  -0.10
C -0.035 -1.729 2.389  -0.38
O -0.444 -2.832 2.604  -0.49
C 1.419 -1.433 2.090  1.01
C 2.508 -2.001 2.699  -1.16
C 3.767 -1.610 2.268  -0.42
C 3.883 -0.692 1.233  -0.95
C 2.740 -0.194 0.644  -0.48
N 1.521 -0.556 1.065  0.71
C -1.780 2.376 -0.655  0.86
C -2.485 3.292 -1.390  -0.68
C -3.513 2.836 -2.204  -0.57
C -3.770 1.477 -2.255  -0.79
C -2.991 0.615 -1.503  -0.13
N -2.017 1.050 -0.690  0.85
H 0.371 3.801 2.852  0.55
H 0.516 3.510 5.316  0.45
H 0.089 1.308 6.342  0.43
H -0.515 -0.635 4.920  0.54
H 2.368 -2.711 3.503  0.57
H 4.653 -2.015 2.740  0.48
H 4.852 -0.363 0.883  0.47
H 2.780 0.511 -0.171  0.66
H -2.233 4.340 -1.297  0.58
H -4.109 3.532 -2.782  0.48
H -4.566 1.076 -2.870  0.48
H -3.133 -0.453 -1.557  0.41
C -2.521 -5.223 1.742  -1.07
N -1.868 -4.366 0.752  -0.04
C -2.235 -3.136 0.488  0.49
N -3.337 -2.649 1.038  -0.25
S -1.242 -2.182 -0.588  -0.52
H -1.896 -6.093 1.906  0.33
H -3.497 -5.561 1.387  0.37
H -2.626 -4.692 2.690  0.38
H -0.981 -4.655 0.374  0.26
H -3.915 -3.202 1.650  0.23
H -3.597 -1.693 0.880  0.18
O 0.519 0.199 -1.353  0.28
C 0.390 0.199 -2.613  -0.20
C 0.802 -0.958 -3.436  -0.71
C 2.313 -0.643 -3.701  -0.47
C 2.673 0.772 -4.206  -1.01
C 2.556 1.930 -3.181  -0.20
C 1.122 2.453 -2.949  -0.44
N 0.172 1.341 -3.253  0.11
H 0.244 -0.994 -4.372  0.49
H 0.703 -1.901 -2.910  0.23
H 2.658 -1.376 -4.429  0.49
H 2.863 -0.832 -2.776  0.19
H 2.119 1.007 -5.124  0.29
H 3.718 0.722 -4.510  0.44
H 3.177 2.761 -3.512  0.53
H 2.978 1.590 -2.228  -0.03
H 0.870 3.271 -3.617  0.55
H 0.975 2.795 -1.931  -0.05
H 0.080 1.199 -4.248  0.46

---

Record 4
DFT (ωB97M-V with the def2-TZVPD basis set) results for a structure of composition C26H30BF2N7PReSi.

Calculated values
DFT total energy (hartree): -2325.52072
Spin multiplicity: 4
Charge: +1

Last column: Mulliken spin population.
Geometry (Å):
Re -0.069 -0.056 0.862  2.92
C -3.318 -1.158 -3.594  0.00
N -2.875 -1.048 -2.213  0.02
C -3.565 -1.523 -1.135  -0.02
C -2.798 -1.271 -0.044  0.01
N -1.636 -0.662 -0.445  0.02
C -1.699 -0.531 -1.779  -0.02
P -0.651 0.466 -2.922  -0.02
C -0.259 1.806 -1.746  -0.06
N 0.086 1.711 -0.462  0.10
C 0.333 2.981 -0.019  0.00
C 0.142 3.852 -1.048  -0.01
N -0.237 3.103 -2.125  0.01
C -0.556 3.608 -3.452  0.00
C 0.989 -0.308 -2.981  0.00
N 2.044 0.166 -2.336  0.01
C 3.125 -0.445 -2.890  0.01
C 2.722 -1.296 -3.882  0.00
N 1.364 -1.192 -3.947  0.00
C 0.488 -1.929 -4.834  0.00
H -4.403 -1.211 -3.618  0.00
H -2.912 -2.055 -4.061  0.00
H -2.992 -0.290 -4.160  0.00
H -4.533 -1.984 -1.220  0.00
H -3.015 -1.479 0.989  0.00
H 0.643 3.187 0.992  0.00
H 0.241 4.923 -1.091  0.00
H -0.502 4.692 -3.441  0.00
H -1.561 3.308 -3.740  0.00
H 0.153 3.226 -4.185  0.00
H 4.124 -0.240 -2.541  0.00
H 3.284 -1.948 -4.530  0.00
H 1.085 -2.461 -5.568  0.00
H -0.184 -1.246 -5.356  0.00
H -0.106 -2.654 -4.275  0.00
F -1.920 -0.069 2.845  0.01
C -0.958 -1.043 2.534  -0.12
F -0.161 -1.171 3.627  0.01
H -1.491 -1.995 2.431  0.01
C 5.783 -2.286 0.496  0.00
C 5.048 -3.278 -0.142  0.00
C 3.667 -3.194 -0.187  0.00
C 2.995 -2.119 0.397  0.00
C 3.744 -1.139 1.046  -0.03
C 5.129 -1.221 1.096  0.00
Si 1.114 -2.162 0.374  0.06
C 0.648 -3.605 1.496  0.00
C -0.275 -4.576 1.105  0.00
C -0.524 -5.682 1.905  0.00
C 0.151 -5.832 3.108  0.00
C 1.066 -4.870 3.514  0.00
C 1.312 -3.765 2.715  0.00
H 6.863 -2.354 0.538  0.00
H 5.555 -4.123 -0.590  0.00
H 3.097 -3.980 -0.673  0.00
H 3.241 -0.300 1.511  0.01
H 5.699 -0.457 1.609  0.00
H 0.651 -2.616 -0.980  0.01
H -0.801 -4.470 0.161  0.00
H -1.238 -6.430 1.587  0.00
H -0.041 -6.695 3.731  0.00
H 1.598 -4.987 4.449  0.00
H 2.031 -3.019 3.032  0.00
B 1.974 2.204 4.227  -0.01
C 1.518 1.392 3.039  0.20
N 1.134 0.759 2.128  -0.19
H 1.341 3.231 4.224  0.02
H 1.695 1.541 5.194  0.02
H 3.157 2.410 4.172  0.02

---

Record 5
DFT (ωB97M-V with the def2-TZVPD basis set) results for a cluster of 2 separate species, C26H30Br2NO8P2 in total.

Calculated values
DFT total energy (hartree): -7496.33796
Spin multiplicity: 1
Charge: -1

Last column: Mulliken charge in e.
Geometry (Å):
C 6.670 1.117 1.026  -1.06
C 5.928 -0.139 0.471  -0.59
P 4.230 -0.402 1.140  0.00
C 3.931 -2.215 0.816  -0.39
C 4.505 -3.097 1.942  -1.47
C 2.858 0.512 0.334  0.38
C 2.899 1.541 -0.616  1.09
C 4.215 2.132 -1.119  -0.99
P 4.670 3.552 -0.062  0.85
O 6.021 4.062 -0.281  -0.76
O 3.642 4.745 -0.537  -0.56
O 4.296 3.282 1.483  -0.45
C 1.761 2.128 -1.134  -0.72
C 0.510 1.716 -0.759  -1.15
C 0.431 0.714 0.184  0.53
C 1.547 0.130 0.737  -0.48
C 1.255 -0.924 1.792  -0.26
O 1.921 -1.114 2.784  -0.45
C -0.008 -1.741 1.559  -0.04
C -0.113 -3.066 1.942  0.37
C 1.006 -3.841 2.669  0.20
O 1.083 -3.773 3.911  -0.75
O 1.729 -4.538 1.911  -0.76
C -1.265 -3.793 1.694  -0.91
C -2.323 -3.197 1.052  -0.81
C -2.271 -1.870 0.667  0.97
C -3.497 -1.322 -0.042  -1.36
Br -2.967 -0.592 -1.812  -0.17
C -4.351 -0.318 0.783  0.36
C -3.979 -0.217 2.266  -1.44
Br -6.229 -0.982 0.741  -0.22
C -1.117 -1.159 0.936  1.12
C -0.975 0.291 0.572  -0.24
O -1.882 1.101 0.580  -0.61
H 7.626 0.796 1.461  0.40
H 6.929 1.785 0.202  0.25
H 6.117 1.599 1.834  0.26
H 6.026 -0.211 -0.624  0.60
H 6.516 -0.992 0.836  0.37
H 2.897 -2.441 0.541  0.41
H 4.529 -2.431 -0.086  0.62
H 3.996 -4.060 2.008  0.36
H 5.551 -3.323 1.664  0.45
H 4.574 -2.579 2.905  0.31
H 5.026 1.433 -1.314  0.53
H 3.992 2.606 -2.085  0.49
H 2.813 4.695 -0.043  0.31
H 3.762 3.995 1.850  0.30
H 1.841 2.940 -1.855  0.43
H -0.379 2.184 -1.169  0.48
H -1.331 -4.828 2.013  0.47
H -3.202 -3.812 0.860  0.37
H -4.128 -2.174 -0.290  0.84
H -4.348 0.668 0.323  0.37
H -4.740 0.416 2.740  0.48
H -4.042 -1.204 2.735  0.38
H -3.004 0.235 2.445  0.26
C -6.711 -0.162 -3.576  0.05
O -6.302 -0.731 -2.589  -0.47
N -6.766 1.181 -3.719  0.12
C -7.263 1.812 -4.922  -0.94
C -6.304 2.012 -2.618  -0.77
H -7.080 -0.709 -4.462  0.26
H -6.480 2.433 -5.362  0.33
H -8.124 2.440 -4.679  0.33
H -7.568 1.060 -5.648  0.29
H -5.258 1.788 -2.405  0.17
H -6.892 1.794 -1.725  0.26
H -6.408 3.064 -2.877  0.38

---

Record 6
DFT (ωB97M-V with the def2-TZVPD basis set) results for a cluster of 3 separate species, C26H30F2O2 in total.

Calculated values
DFT total energy (hartree): -1358.95027
Spin multiplicity: 1

Last column: Mulliken charge in e.
Geometry (Å):
C -4.371 3.108 0.794  -1.39
C -3.393 2.136 0.119  -0.21
C -3.990 1.355 -1.048  0.81
C -4.549 2.257 -2.163  -1.41
C -4.991 0.333 -0.568  0.21
O -5.239 0.088 0.582  -0.56
O -5.591 -0.334 -1.596  -0.39
C -5.833 -1.727 -1.341  -0.61
C -4.556 -2.572 -1.418  -0.60
C -3.981 -2.998 -0.049  -1.13
C -2.872 -2.124 0.491  0.70
C -2.889 -1.710 1.824  -0.35
C -1.865 -0.940 2.352  -0.84
C -0.794 -0.563 1.550  -0.32
C -0.772 -0.948 0.219  -0.30
C -1.799 -1.728 -0.302  -0.45
H -5.396 2.745 0.766  0.30
H -4.339 4.090 0.323  0.37
H -4.087 3.251 1.836  0.40
H -2.997 1.436 0.851  -0.09
H -2.555 2.715 -0.279  0.53
H -3.188 0.756 -1.490  0.19
H -4.872 3.221 -1.777  0.31
H -3.769 2.455 -2.899  0.35
H -5.378 1.796 -2.693  0.37
H -6.540 -2.045 -2.104  0.37
H -6.330 -1.849 -0.379  0.32
H -3.805 -2.057 -2.014  0.37
H -4.816 -3.481 -1.964  0.39
H -4.788 -3.067 0.678  0.35
H -3.573 -4.007 -0.159  0.44
H -3.715 -1.997 2.462  0.30
H -1.889 -0.635 3.390  0.38
H 0.019 0.021 1.961  0.35
H 0.054 -0.679 -0.427  0.44
H -1.741 -2.035 -1.339  0.40
F 2.727 -0.043 -1.813  -0.33
C 3.192 0.955 -1.030  0.41
C 4.338 1.623 -1.411  -0.49
C 4.807 2.652 -0.608  -0.34
C 4.140 2.985 0.562  -0.67
C 2.997 2.289 0.930  -0.36
C 2.511 1.266 0.128  0.23
H 4.843 1.343 -2.326  0.44
H 5.699 3.190 -0.897  0.38
H 4.515 3.782 1.190  0.42
H 2.479 2.542 1.845  0.38
H 1.619 0.719 0.399  -0.06
F 6.549 0.966 1.626  -0.24
C 6.911 -0.252 1.175  0.26
C 7.954 -0.903 1.803  -0.58
C 8.327 -2.159 1.346  -0.32
C 7.662 -2.740 0.276  -0.59
C 6.618 -2.062 -0.338  -0.44
C 6.229 -0.807 0.108  0.16
H 8.460 -0.428 2.633  0.43
H 9.140 -2.684 1.831  0.36
H 7.957 -3.719 -0.078  0.38
H 6.099 -2.512 -1.175  0.37
H 5.416 -0.274 -0.362  0.19

---

Record 7
DFT (ωB97M-V with the def2-TZVPD basis set) results for a structure of composition C26H30HfN3O4S3.

Calculated values
DFT total energy (hartree): -2716.54719
Spin multiplicity: 1
Charge: +1

Last column: Mulliken charge in e.
Geometry (Å):
Hf -0.148 -0.041 -0.061  1.37
C -2.827 -0.179 1.654  -0.90
N -2.154 0.737 0.677  0.33
C -2.983 0.899 -0.541  -1.08
C -3.138 -0.463 -1.198  -1.30
N -1.823 -1.168 -1.349  0.83
C -1.403 -1.134 -2.787  -1.38
C -1.860 -2.576 -0.920  -0.36
C -3.011 -3.338 -1.080  0.02
C -3.026 -4.665 -0.683  -0.98
C -1.886 -5.233 -0.135  -0.63
C -0.731 -4.483 -0.003  -0.76
C -0.698 -3.149 -0.400  0.55
S 0.841 -2.254 -0.299  -0.31
C -1.730 1.976 1.328  0.33
C -2.441 3.160 1.186  -0.52
C -1.995 4.296 1.840  -0.93
C -0.850 4.241 2.625  -0.67
C -0.144 3.060 2.762  -0.79
C -0.575 1.899 2.118  0.60
S 0.317 0.364 2.326  -0.42
H -3.888 0.072 1.698  0.34
H -2.362 -0.052 2.625  0.46
H -2.712 -1.221 1.353  0.26
H -2.502 1.627 -1.194  0.45
H -3.976 1.274 -0.278  0.63
H -3.614 -0.352 -2.173  0.36
H -3.794 -1.078 -0.589  0.66
H -2.096 -1.739 -3.373  0.43
H -0.401 -1.554 -2.868  0.37
H -1.401 -0.105 -3.141  0.45
H -3.898 -2.910 -1.527  0.51
H -3.927 -5.250 -0.807  0.41
H -1.894 -6.267 0.181  0.41
H 0.164 -4.930 0.411  0.50
H -3.329 3.204 0.572  0.42
H -2.540 5.224 1.738  0.44
H -0.503 5.129 3.136  0.44
H 0.748 3.020 3.374  0.51
C 4.598 -2.898 -0.817  -1.59
C 4.653 -1.401 -0.691  0.89
C 4.410 -0.773 0.527  -0.59
C 4.457 0.607 0.640  -0.72
C 4.742 1.374 -0.479  0.14
C 5.027 0.768 -1.696  -0.62
C 4.975 -0.613 -1.795  -0.55
S 4.668 3.135 -0.361  1.33
O 5.094 3.490 0.955  -0.71
O 5.240 3.686 -1.553  -0.69
N 3.072 3.526 -0.417  -0.08
C 2.355 3.720 -1.657  -1.07
C 1.953 2.434 -2.428  -0.26
C 1.129 1.553 -1.574  0.65
O 1.671 0.859 -0.649  -0.26
O -0.149 1.468 -1.656  -0.59
H 4.244 -3.364 0.101  0.34
H 5.584 -3.307 -1.040  0.45
H 3.934 -3.193 -1.631  0.31
H 4.186 -1.374 1.400  0.35
H 4.274 1.085 1.594  0.46
H 5.292 1.379 -2.550  0.64
H 5.202 -1.087 -2.742  0.45
H 2.558 3.163 0.374  0.25
H 2.978 4.313 -2.324  0.40
H 1.470 4.319 -1.436  0.42
H 2.849 1.883 -2.709  0.09
H 1.389 2.707 -3.319  0.49

---

- Among the records above, which one has the lowest DFT total energy?
  C26H30Br2NO8P2